Here is C3H5NS2 in the gas phase in a non-equilibrium geometry from OMol25. Energies are from ωB97M-V/def2-TZVPD.

```
11
Properties=species:S:1:pos:R:3
C 0.36873 0.59771 0.13132
C -1.09027 0.41422 0.23984
C -1.73368 -0.65509 -0.13286
H 2.89142 0.85243 -0.08329
H 0.48352 -1.29922 0.01854
H -1.70117 1.27114 0.45412
H -2.76798 -0.61393 -0.37730
H -1.37964 -1.62608 -0.38688
N 1.07062 -0.47232 0.18428
S 2.75173 -0.54049 0.00432
S 1.10672 2.07165 -0.05209
```

As for the LUMO energy: 0.0004 hartree. As for the charge: 0. The value obtained for the calculated total energy is -26350.8729 eV. For the HOMO energy, the calculation gives -8.576 eV. The HOMO-LUMO gap comes out at 8.59 eV. For the relative energy (zero: lowest compared OMol25 entry of this formula, charge and spin), the calculation gives 42.9 kcal/mol. Its structure (SMILES) is C=CC(=S)NS.

Here are the Mulliken charges for atoms 1 to 2, given in e:
1. C 0.598
2. C 0.044

=====

Here is a gas-phase ion, C4H5N2 (charge +1) in a non-equilibrium geometry from OMol25. Energies are from ωB97M-V/def2-TZVPD.

```
11
Properties=species:S:1:pos:R:3
C 0.06036 -1.71362 -0.08227
C -0.06303 1.46370 -0.11135
C 0.87359 -0.72282 -0.03660
C -1.28744 0.64435 -0.03395
N -1.94076 -0.29731 0.10180
N 1.07049 0.55168 0.14454
H -0.29753 -2.19260 0.77657
H -0.12878 -2.44027 -0.83447
H -0.08057 1.84252 -1.04707
H -0.23673 2.11255 0.74618
H 2.03041 0.75182 0.37662
```

As for the LUMO energy: -0.1952 hartree. As for the charge: +1. The value obtained for the calculated total energy is -7198.2731 eV. For the HOMO energy, the calculation gives -16.225 eV. The HOMO-LUMO gap comes out at 10.91 eV. For the relative energy (zero: lowest compared OMol25 entry of this formula, charge and spin), the calculation gives 52.5 kcal/mol. Its structure (SMILES) is C=C=[NH+]CC#N.

Here are the Mulliken charges for atoms 1 to 2, given in e:
1. C -0.571
2. C -0.259

=====

Here is 11 unconnected molecules or ions with the total composition C48H102N2O18S9 in a non-equilibrium geometry from OMol25. Energies are from ωB97M-V/def2-TZVPD.

```
179
Properties=species:S:1:pos:R:3
C -3.68910 -2.63237 -0.05911
C -4.57986 -1.33708 -0.10356
N -5.48402 -1.42472 -1.24060
C -5.25011 -0.26343 -2.16133
C -4.00536 -0.40910 -2.92227
C -6.85869 -1.38245 -0.72860
C -7.30745 -2.64560 0.02494
H -3.16757 -2.69677 0.89587
H -2.87660 -2.61432 -0.78548
H -4.35771 -3.48030 -0.20764
H -5.03958 -1.21606 0.87732
H -3.84393 -0.53858 -0.19785
H -6.07708 -0.19009 -2.86761
H -5.22771 0.68461 -1.62390
H -3.13085 -0.12423 -2.33731
H -4.03153 -1.42292 -3.32174
H -3.92556 0.19302 -3.82734
H -7.47147 -1.21992 -1.61527
H -7.07581 -0.50610 -0.11790
H -6.88911 -2.70517 1.02970
H -6.98953 -3.54400 -0.50413
H -8.39652 -2.65586 0.06866
C -1.18955 2.86449 4.64699
C -0.53525 2.99982 6.03592
N -1.25167 3.99803 6.94228
C -1.29018 5.30539 6.23991
C -1.56751 6.53046 7.11372
C -0.49274 3.99370 8.21765
C -0.48634 2.64954 9.02084
H -0.79991 1.96498 4.17039
H -0.89127 3.70509 4.02046
H -2.27748 2.79891 4.63177
H -0.63229 2.03028 6.52447
H 0.50441 3.32643 6.05853
H -0.34707 5.51586 5.73556
H -2.07872 5.18150 5.49765
H -1.91315 7.39637 6.54908
H -2.38547 6.21152 7.75971
H -0.84894 6.85976 7.86427
H -0.90685 4.75354 8.88042
H 0.53512 4.34616 8.13187
H -1.48099 2.40643 9.39457
H 0.14623 2.84586 9.88653
H 0.05100 1.81837 8.56420
C -0.61622 -5.38567 -4.17808
C 0.80665 -5.71895 -3.73011
C 0.80173 -5.55954 -2.20419
S -0.18907 -3.98505 -1.94581
O 0.58290 -2.78211 -1.77772
O -1.04818 -4.31120 -0.83728
C -1.05398 -4.04886 -3.55387
H -1.24171 -6.09754 -3.63949
H -0.79899 -5.40681 -5.25244
H 1.52692 -5.02935 -4.17029
H 1.10102 -6.70455 -4.09073
H 1.69901 -5.62648 -1.58896
H 0.20358 -6.42406 -1.91626
H -0.74788 -3.32902 -4.31297
H -2.12007 -3.88172 -3.40024
C -0.43841 -0.18457 -4.84182
C -1.67111 -0.52371 -5.71894
C -1.23113 -0.75598 -7.13269
S 0.38110 -1.65186 -6.97365
O 1.24452 -1.23904 -8.06372
O 0.12255 -3.04451 -6.62682
C 0.83333 -0.80373 -5.44145
H -0.60743 -0.39166 -3.78511
H -0.20750 0.87566 -4.94526
H -2.42312 0.26453 -5.75468
H -2.31551 -1.30041 -5.30713
H -0.96045 0.20625 -7.56740
H -1.92227 -1.29059 -7.78431
H 1.45727 0.02613 -5.77330
H 1.49492 -1.45052 -4.86520
C 5.10859 3.21030 -5.34780
C 5.09758 2.38510 -4.10140
C 3.64755 2.09368 -3.68490
S 2.60202 3.39531 -4.44121
O 1.91465 4.20342 -3.46802
O 1.94183 2.84354 -5.64060
C 4.12086 4.36166 -5.08777
H 4.79617 2.62290 -6.21120
H 6.12524 3.51497 -5.59622
H 5.63859 2.92465 -3.32404
H 5.63603 1.44752 -4.23973
H 3.49806 2.27297 -2.62019
H 3.14437 1.15352 -3.91074
H 4.51278 4.94697 -4.25595
H 3.79933 5.06315 -5.85760
C -1.30399 4.67943 -3.26973
C -1.10674 3.62150 -4.28715
C -2.41101 3.59827 -5.15277
S -3.81266 4.21991 -4.11845
O -4.66215 3.14455 -3.70964
O -4.38131 5.44902 -4.66195
C -2.66286 4.48925 -2.69683
H -1.13072 5.65398 -3.72614
H -0.59388 4.55798 -2.45175
H -0.83722 2.66630 -3.83653
H -0.18541 3.78760 -4.84542
H -2.65139 2.61444 -5.55575
H -2.24391 4.30800 -5.96300
H -2.68635 3.57945 -2.09701
H -3.10042 5.22430 -2.02130
C 4.10992 -3.78802 0.40411
C 3.84518 -2.26271 0.58896
C 3.76124 -1.80562 -0.85980
S 5.30762 -2.51597 -1.66730
O 6.54816 -1.93030 -1.07817
O 5.16573 -2.61675 -3.13608
C 4.94578 -4.07140 -0.86579
H 3.15046 -4.28533 0.54634
H 4.75413 -4.15869 1.20141
H 4.72174 -1.83095 1.07200
H 2.95067 -2.02986 1.16666
H 3.95303 -0.75906 -1.09651
H 2.80750 -2.07199 -1.31534
H 5.94524 -4.50334 -0.91656
H 4.34640 -4.55549 -1.63683
C 1.52752 1.14761 1.63563
C 0.41453 0.11406 1.91021
C -0.01729 -0.52751 0.52020
S 0.41554 0.60617 -0.87195
O -0.72299 1.25516 -1.52456
O 1.56607 0.11804 -1.62291
C 1.16847 1.87094 0.32012
H 2.47443 0.60951 1.67937
H 1.53961 1.89086 2.43283
H -0.42789 0.66128 2.33328
H 0.72747 -0.56728 2.70137
H -1.07156 -0.78900 0.42950
H 0.63266 -1.38672 0.35460
H 0.30524 2.49025 0.56386
H 1.98923 2.37120 -0.19387
C -3.17390 -1.58179 5.79074
C -4.61200 -2.06602 5.54535
C -5.21058 -1.12889 4.43895
S -3.90980 0.05867 3.87695
O -4.36410 1.44674 3.67662
O -3.05559 -0.58948 2.79875
C -2.98507 -0.12962 5.45066
H -2.51942 -2.20318 5.17948
H -2.89317 -1.81992 6.81670
H -5.28095 -2.12609 6.40385
H -4.57149 -3.10331 5.21293
H -6.02278 -0.51517 4.82852
H -5.58500 -1.61726 3.53927
H -3.54911 0.51280 6.12688
H -2.01007 0.30721 5.23468
C -0.67917 -3.39670 2.82584
C -1.70072 -4.53125 2.93734
C -0.97412 -5.77514 2.44737
S 0.78544 -5.62780 2.75596
O 1.47831 -5.85467 1.43326
O 1.14788 -6.37904 3.95597
C 0.68620 -3.86548 3.32732
H -1.15367 -2.53780 3.30046
H -0.68823 -3.20477 1.75291
H -2.63211 -4.27512 2.43238
H -1.97052 -4.63261 3.98855
H -1.23864 -5.75939 1.39007
H -1.33305 -6.76344 2.73466
H 1.67958 -3.44149 3.18053
H 0.61862 -4.09732 4.39023
C 8.01041 1.83473 0.70661
C 7.90541 3.10567 1.58760
C 6.80035 3.87559 0.82966
S 5.48975 2.68814 0.42264
O 5.12708 2.84589 -1.00657
O 4.44390 2.72352 1.44880
C 6.62144 1.21024 0.60281
H 8.73324 1.14228 1.13802
H 8.38676 2.12715 -0.27367
H 8.81240 3.69114 1.73828
H 7.54205 2.79970 2.56865
H 7.28768 4.10423 -0.11814
H 6.35997 4.76144 1.28731
H 6.37101 0.46185 -0.14905
H 6.32958 0.79688 1.56824
```

As for the LUMO energy (spin up / spin down): -0.0990 / -0.2871 hartree. As for the charge: +1. The value obtained for the calculated total energy is -188767.1510 eV. For the HOMO energy (spin up / spin down), the calculation gives -9.774 / -9.774 eV. The expectation value of S² is 0.75. The HOMO-LUMO gap (spin up / spin down) comes out at 7.08 / 1.96 eV. The spin multiplicity is 2.

Here are the Mulliken charges for atoms 1 to 2, given in e:
1. C -0.136
2. C -0.417

=====

Here is CH5BrSi in the gas phase in a non-equilibrium geometry from OMol25. Energies are from ωB97M-V/def2-TZVPD.

```
8
Properties=species:S:1:pos:R:3
C 0.72902 0.62809 -0.04932
Si -0.74197 -0.53407 -0.00397
Br 2.61929 0.16193 0.50022
H 0.58356 1.36930 0.72655
H -0.71278 -2.03307 0.07488
H 0.72202 1.06973 -1.02766
H -1.76120 -0.35840 1.17015
H -1.43795 -0.30351 -1.39085
```

As for the LUMO energy (spin up / spin down): 0.0313 / -0.1480 hartree. As for the charge: 0. The value obtained for the calculated total energy is -79032.2859 eV. For the HOMO energy (spin up / spin down), the calculation gives -5.713 / -10.926 eV. The expectation value of S² is 2.01. The HOMO-LUMO gap (spin up / spin down) comes out at 6.56 / 6.90 eV. For the relative energy (zero: lowest compared OMol25 entry of this formula, charge and spin), the calculation gives 58.2 kcal/mol. The spin multiplicity is 3.

Here are the Mulliken charges for atoms 1 to 2, given in e:
1. C -0.823
2. Si 0.361

=====

Here is C5H10O in the gas phase from OMol25. Energies are from ωB97M-V/def2-TZVPD.

```
16
Properties=species:S:1:pos:R:3
C 1.90070 0.12927 0.01072
C 0.41743 0.46174 0.13914
C -0.42962 0.04234 -1.07289
C -1.78523 -0.23072 -0.43323
O -1.47668 -0.85555 0.79900
C -0.28788 -0.26558 1.30778
H 2.34573 0.64213 -0.84914
H 2.46130 0.42991 0.90347
H 2.04592 -0.94914 -0.12859
H 0.31141 1.54487 0.28102
H -0.46597 0.80848 -1.85376
H -0.03151 -0.88197 -1.50932
H -2.42288 -0.90975 -1.00720
H -2.34071 0.70806 -0.27125
H -0.53205 0.43382 2.12019
H 0.33145 -1.06796 1.72694
```

As for the LUMO energy: 0.0418 hartree. As for the charge: 0. The value obtained for the calculated total energy is -7394.3179 eV. For the HOMO energy, the calculation gives -9.594 eV. The HOMO-LUMO gap comes out at 10.73 eV. For the relative energy (zero: lowest compared OMol25 entry of this formula, charge and spin), the calculation gives 10.3 kcal/mol. Its structure (SMILES) is C[C@H]1CCOC1.

Here are the Mulliken charges for atoms 1 to 2, given in e:
1. C -1.611
2. C 0.560

=====

Here is a molecular structure, C40H43AsI2N6OS3Ti in a non-equilibrium geometry from OMol25. Energies are from ωB97M-V/def2-TZVPD.

```
97
Properties=species:S:1:pos:R:3
Ti -0.87346 -0.74420 0.92440
I -1.57875 -7.51028 4.17537
C -0.90563 -5.80476 3.17601
C -0.26746 -5.92218 1.95605
C 0.14887 -4.77881 1.28666
I 1.25983 -5.07132 -0.45135
C -0.09615 -3.47735 1.77026
O 0.22843 -2.36204 1.11930
C -0.69755 -3.41371 3.04707
C -0.95946 -2.06330 3.64159
N -1.90994 -1.29449 2.79067
C -3.21122 -1.95263 2.59346
C -3.57610 -1.94913 1.13790
C -4.82375 -2.35638 0.72876
C -5.16093 -2.38621 -0.62639
C -4.17409 -1.98209 -1.52422
C -2.94685 -1.57084 -1.07133
N -2.58503 -1.53018 0.26947
C -1.09793 -4.55350 3.72975
H -0.07750 -6.89599 1.52603
H -0.04659 -1.47810 3.69270
H -1.34633 -2.17838 4.65394
H -2.01892 -0.38455 3.21136
H -3.98718 -1.46762 3.18316
H -3.15114 -2.98268 2.93339
H -5.53697 -2.67283 1.48460
H -6.13650 -2.71935 -0.95959
H -4.35686 -1.98955 -2.59308
H -2.18852 -1.26810 -1.76140
H -1.55386 -4.45153 4.70733
S -0.40103 1.26972 2.68865
C 1.25533 0.87574 3.17028
C 1.69178 0.95812 4.49585
C 3.01897 0.69833 4.81763
C 3.93179 0.35716 3.82584
C 3.50775 0.27265 2.50467
C 2.18054 0.52737 2.17783
As 1.43140 0.50266 0.37760
C 1.54051 2.41235 -0.03002
C 1.81052 3.36603 0.94131
C 1.83215 4.71802 0.61215
C 1.58876 5.12971 -0.69259
C 1.32613 4.17964 -1.67375
C 1.29746 2.83035 -1.33886
C 3.00366 -0.15342 -0.57652
C 3.87381 0.65037 -1.30373
C 4.98392 0.08964 -1.93477
C 5.22783 -1.27396 -1.83718
C 4.36122 -2.08133 -1.10339
C 3.25379 -1.52458 -0.48072
H 0.98119 1.23300 5.26648
H 3.34299 0.75966 5.85166
H 4.96830 0.16526 4.07758
H 4.21432 0.00797 1.72935
H 2.00531 3.06115 1.95928
H 2.04150 5.45394 1.38111
H 1.60751 6.18480 -0.94491
H 1.13911 4.49072 -2.69676
H 1.07925 2.09009 -2.10182
H 3.70185 1.71580 -1.37436
H 5.66296 0.72419 -2.49466
H 6.09603 -1.70619 -2.32225
H 4.54246 -3.14785 -1.02164
H 2.56996 -2.15617 0.07334
C 2.44423 0.30855 -6.22166
C 2.33469 0.30508 -4.70289
N 1.47606 -0.77387 -4.18554
C 0.52044 -0.62469 -3.22857
S 0.31536 -1.79536 -2.03403
N -0.22571 0.50215 -3.25948
C -0.52168 1.34420 -4.41870
C -2.00227 1.68811 -4.43812
H 3.18538 1.04427 -6.54937
H 1.48781 0.54977 -6.69331
H 2.75951 -0.67435 -6.58371
H 1.95578 1.25570 -4.33727
H 3.32616 0.18153 -4.26222
H 1.93122 -1.66514 -4.09088
H -0.86385 0.58660 -2.48424
H -0.24212 0.80148 -5.31880
H 0.06464 2.26514 -4.38734
H -2.60720 0.77910 -4.44709
H -2.24145 2.27704 -5.32632
H -2.27533 2.27096 -3.55289
C -1.89431 4.06878 1.42471
N -2.97470 3.08014 1.50212
C -4.04479 3.11448 2.38887
C -4.76527 1.99749 2.18563
N -4.11269 1.29885 1.18492
C -3.01226 1.95310 0.76923
S -1.90800 1.48250 -0.42827
H -2.27330 5.02394 1.78246
H -1.56816 4.15789 0.39365
H -1.04819 3.74202 2.02438
H -4.19259 3.92730 3.08053
H -5.66816 1.64340 2.65575
H -4.40077 0.41498 0.78388
```

As for the LUMO energy (spin up / spin down): 0.0114 / 0.0114 hartree. As for the charge: 0. The value obtained for the calculated total energy is -185830.2710 eV. For the HOMO energy (spin up / spin down), the calculation gives -5.180 / -7.199 eV. The expectation value of S² is 2.03. The HOMO-LUMO gap (spin up / spin down) comes out at 5.49 / 7.51 eV. For the relative energy (zero: lowest compared OMol25 entry of this formula, charge and spin), the calculation gives 14.7 kcal/mol. The spin multiplicity is 3.

Here are the Mulliken charges for atoms 1 to 2, given in e:
1. Ti 0.162
2. I 0.040